<1>
DFT (the ωB97M-V functional and the def2-TZVPD basis) results for 5 unconnected molecules or ions with the total composition C5H20O5.

Kohn-Sham gap (Eh): 0.38856
HOMO energy (Eh): -0.3723
Molar mass (g mol⁻¹): 160.21
LUMO energy (eV): 0.44

Last column: Mulliken charge in e.
Element x y z (Å)
C (-0.977, 0.802, -0.300)  0.22
H (-1.517, -0.111, -0.047)  -0.18
C (0.272, -2.355, -3.500)  -0.33
H (4.364, -0.245, -2.159)  0.30
H (1.773, 4.654, 2.925)  0.31
H (0.595, -1.623, -2.760)  0.05
H (2.302, -0.239, -1.606)  0.07
H (0.591, -2.302, -4.541)  0.24
H (-0.817, -2.375, -3.551)  0.28
O (0.664, -3.693, -3.082)  -0.51
O (-3.843, -2.795, 1.809)  -0.54
O (-0.669, 1.587, 0.854)  -0.47
H (3.190, 0.729, -0.485)  0.32
O (0.653, 3.313, 3.729)  -0.51
H (-2.740, -1.567, 0.725)  0.11
H (1.891, 2.971, 2.284)  0.12
H (-3.510, -0.860, 2.158)  0.25
H (0.238, -3.889, -2.244)  0.28
H (-3.066, -3.026, 2.322)  0.31
H (-1.528, 1.305, -1.095)  0.35
C (1.223, 3.780, 2.577)  -0.41
O (4.113, -0.841, -1.450)  -0.53
C (-3.660, -1.526, 1.308)  -0.55
H (-4.457, -1.128, 0.681)  0.30
H (-0.004, 3.945, 4.029)  0.29
H (2.782, -0.947, 0.032)  0.26
C (3.041, -0.302, -0.807)  -0.44
H (0.461, 4.036, 1.840)  0.18
H (-1.336, 2.241, 1.075)  0.28
H (-0.032, 0.462, -0.723)  -0.06



<2>
DFT (the ωB97M-V functional and the def2-TZVPD basis) results for 5 unconnected molecules or ions with the total composition C5H20O5.

Kohn-Sham gap (Eh): 0.36688
HOMO energy (Eh): -0.3499
Molar mass (g mol⁻¹): 160.21
LUMO energy (eV): 0.46

Last column: Mulliken charge in e.
Element x y z (Å)
H (-0.960, -1.280, 0.887)  0.14
H (0.037, 3.728, -1.283)  0.32
O (-0.896, 2.345, -2.490)  -0.62
O (-1.439, 0.293, 1.991)  -0.52
H (1.246, -0.249, -1.157)  0.13
H (1.626, 0.452, 3.968)  0.40
H (-0.308, 4.288, -2.821)  0.30
H (-1.172, -2.675, -3.658)  0.28
H (-1.345, -2.746, -1.119)  0.27
H (0.798, -0.577, 3.336)  0.12
O (0.121, 1.329, -0.106)  -0.39
H (-1.678, 4.011, -1.899)  0.26
C (-0.695, 3.645, -2.065)  -0.67
H (-0.738, 0.426, 1.407)  0.36
C (-0.398, -2.964, -2.927)  -0.59
H (2.030, 1.326, -0.876)  0.30
H (1.582, 0.251, 0.578)  -0.12
H (-0.455, -4.071, -2.835)  0.26
H (2.383, 0.025, 2.562)  0.22
O (-0.618, -2.413, -1.627)  -0.42
C (-1.642, -1.058, 1.841)  -0.43
H (0.573, -2.716, -3.456)  0.21
H (-0.243, 1.789, -0.855)  0.26
C (1.213, 0.660, -0.461)  -0.11
H (2.204, -1.602, 4.594)  0.30
C (1.798, -0.385, 3.338)  -0.51
H (-2.697, -1.301, 1.780)  0.24
O (2.733, -1.240, 3.888)  -0.52
H (-1.544, -1.561, 2.769)  0.21
H (-1.516, 2.269, -3.304)  0.32



Most stable to least stable, the ends of the list are <1> and <2>.



<1>
DFT (the ωB97M-V functional and the def2-TZVPD basis) results for a single C2H3IN4O molecule.

Kohn-Sham gap (spin up / spin down) (Eh): 0.25679 / 0.25696
HOMO energy (spin up / spin down) (Eh): -0.3264 / -0.3264
Molar mass (g mol⁻¹): 225.98
LUMO energy (spin up / spin down) (eV): -1.89 / -1.89

Last column: Mulliken charge in e.
Element x y z (Å)
N (0.172, 0.473, -0.709)  -0.47
H (1.777, -0.775, -0.909)  0.55
C (-0.183, 1.181, 0.351)  0.73
N (1.606, 0.095, 0.950)  -0.73
H (0.634, 1.267, 2.250)  0.19
O (-1.191, 2.021, 0.582)  -0.77
N (-2.477, -0.362, -0.805)  -0.53
I (-3.187, 1.107, 0.061)  0.68
H (-2.464, -0.328, -1.802)  0.25
N (0.672, 0.945, 1.347)  0.31
C (1.290, -0.183, -0.295)  -0.20



<2>
DFT (the ωB97M-V functional and the def2-TZVPD basis) results for a molecular structure, C2H3IN4O.

Kohn-Sham gap (Eh): 0.29164
HOMO energy (Eh): -0.3310
Molar mass (g mol⁻¹): 225.98
LUMO energy (eV): -1.07

Last column: Mulliken charge in e.
Element x y z (Å)
C (-0.255, 0.813, -0.530)  0.41
N (1.819, -0.254, 1.024)  -0.44
N (0.122, -0.187, 0.350)  0.02
H (-0.680, -1.981, 1.042)  0.41
H (1.950, 0.323, 1.853)  0.31
O (0.364, 1.809, -0.893)  -0.61
I (3.091, 0.277, -0.367)  0.26
C (-0.743, -1.206, 0.349)  -0.10
N (-1.821, -0.918, -0.369)  -0.52
H (-2.301, 0.935, -1.477)  0.26
N (-1.547, 0.390, -0.982)  0.00



Most stable to least stable, the ends of the list are <2> and <1>.



<1>
DFT (the ωB97M-V functional and the def2-TZVPD basis) results for a single C18H27N3O5S molecule.

Kohn-Sham gap (Eh): 0.35300
HOMO energy (Eh): -0.3311
Molar mass (g mol⁻¹): 397.50
LUMO energy (eV): 0.60

Last column: Mulliken charge in e.
Element x y z (Å)
H (4.662, -3.683, -1.585)  0.40
H (1.961, 2.396, -1.520)  0.26
C (2.551, 3.036, -0.860)  -0.58
N (-3.302, 1.642, 0.434)  0.10
H (-1.030, 0.348, 2.378)  0.80
H (-3.007, 3.741, 0.658)  0.52
H (3.195, -4.561, -2.045)  0.30
O (1.591, -1.083, -1.288)  -0.61
C (0.500, 4.056, 0.138)  -0.47
H (-0.013, 4.978, 0.413)  0.45
C (-1.040, -1.879, 0.455)  -0.70
O (-4.444, -0.809, 0.160)  -0.73
C (-2.608, -3.479, -1.373)  -0.62
H (3.372, -2.848, -2.459)  0.32
C (2.951, -3.213, -0.381)  -0.20
H (2.421, 4.999, 0.014)  0.33
C (-1.084, -3.494, -1.462)  -0.94
H (3.260, 1.344, 0.284)  0.31
H (3.505, 3.239, -1.350)  0.36
C (1.805, 4.343, -0.602)  -0.88
H (1.585, 4.852, -1.541)  0.37
C (-0.541, -2.149, -0.980)  1.21
C (-1.674, 0.936, 1.756)  -0.33
H (1.589, 1.649, 2.156)  0.51
H (-0.675, -2.673, 1.116)  0.12
C (0.973, -2.064, -0.961)  -0.31
H (0.827, 1.414, 0.556)  0.35
H (-4.140, -3.039, 0.097)  0.49
H (3.308, -2.228, -0.064)  0.25
C (1.449, 2.089, 1.168)  -0.61
O (1.524, -3.176, -0.479)  -0.37
H (-3.012, -4.452, -1.655)  0.44
O (0.052, 2.703, 3.665)  -0.71
C (-3.055, -3.137, 0.048)  -1.06
H (-0.165, 3.454, -0.504)  0.28
S (-0.437, 3.360, 2.491)  1.28
N (-2.479, -1.877, 0.481)  0.09
O (-0.932, 4.700, 2.592)  -0.72
C (-1.682, 2.341, 1.744)  0.09
H (-4.124, 1.591, -0.151)  0.23
C (-2.697, 2.747, 0.909)  -0.76
H (-3.010, -2.732, -2.060)  0.33
H (-0.651, -0.923, 0.794)  -0.12
H (3.162, -3.954, 0.392)  0.34
H (-2.728, -3.917, 0.743)  0.36
H (-0.903, -1.344, -1.628)  0.37
N (0.790, 3.358, 1.367)  0.04
C (-2.688, 0.519, 0.916)  -0.04
H (3.431, 2.909, 1.104)  0.39
H (-0.768, -3.679, -2.490)  0.40
H (-0.681, -4.290, -0.834)  0.31
C (-3.265, -0.772, 0.489)  0.45
C (3.586, -3.604, -1.707)  -1.16
C (2.785, 2.310, 0.462)  -0.94



<2>
DFT (the ωB97M-V functional and the def2-TZVPD basis) results for a single C18H27N3O5S molecule.

Kohn-Sham gap (Eh): 0.36414
HOMO energy (Eh): -0.3398
Molar mass (g mol⁻¹): 397.50
LUMO energy (eV): 0.66

Last column: Mulliken charge in e.
Element x y z (Å)
C (-2.457, 1.886, -0.082)  0.76
O (-3.073, -1.707, -0.320)  -0.43
H (0.193, -0.245, 0.879)  -0.48
H (-0.284, 1.988, 1.483)  0.42
H (2.092, 1.941, 2.224)  0.23
C (-3.360, 0.702, 1.813)  -0.89
C (-0.549, -0.176, 1.674)  0.34
H (-3.620, -1.468, 1.890)  0.39
C (-1.823, -1.315, -0.028)  0.55
H (4.780, -2.898, 1.661)  0.36
C (-1.024, 1.289, 1.865)  -0.74
H (-4.194, 0.688, 1.110)  0.44
C (2.370, -0.379, -1.286)  0.98
H (-0.865, 3.341, -0.242)  0.53
C (3.024, 0.609, 0.833)  1.17
H (-2.547, -2.753, -2.020)  0.31
N (-1.685, -0.991, 1.289)  0.13
H (-4.288, -2.581, -1.644)  0.33
C (3.693, -0.570, 1.144)  -1.10
H (-3.806, -1.129, -3.551)  0.44
H (4.217, -0.637, 2.087)  0.30
H (3.065, -2.365, -1.625)  0.47
H (1.568, 0.665, -2.980)  0.29
H (-1.564, 2.796, -1.784)  0.38
H (-4.026, -0.077, -2.139)  0.22
H (-2.403, -0.428, -2.734)  0.15
S (1.404, 2.148, -0.839)  1.46
O (1.377, 3.135, 0.205)  -0.72
H (-2.543, -0.831, 3.149)  0.36
C (-3.397, -0.843, -2.586)  -0.92
C (-3.327, -2.064, -1.679)  -0.31
H (5.305, -3.037, -0.019)  0.34
H (3.419, 2.648, 1.337)  0.37
C (2.348, 0.685, -0.385)  0.57
N (-0.150, 1.520, -0.841)  -0.03
C (1.678, -0.349, -2.613)  -2.15
C (4.439, -2.915, 0.629)  -1.57
C (3.711, -1.654, 0.281)  0.66
H (-0.125, -0.572, 2.601)  0.32
H (2.248, -0.928, -3.338)  0.62
H (-0.298, 0.752, -1.476)  0.04
O (-0.909, -1.316, -0.824)  -0.60
H (-1.193, 1.497, 2.927)  0.23
C (-1.237, 2.470, -0.788)  -0.88
C (3.078, 1.734, 1.816)  -1.60
C (3.052, -1.536, -0.933)  -0.99
C (-2.851, -0.729, 2.105)  -0.72
H (3.753, 1.485, 2.632)  0.42
H (0.700, -0.821, -2.512)  0.23
H (3.792, -3.779, 0.485)  0.36
N (-2.291, 1.461, 1.193)  0.07
H (-3.677, 1.198, 2.736)  0.38
O (-3.539, 1.845, -0.637)  -0.68
O (1.803, 2.612, -2.141)  -0.83



Most stable to least stable, the ends of the list are <1> and <2>.



<1>
DFT (the ωB97M-V functional and the def2-TZVPD basis) results for 9 unconnected molecules or ions with the total composition C27H27F9O27.

Kohn-Sham gap (Eh): 0.37957
HOMO energy (Eh): -0.3921
Molar mass (g mol⁻¹): 954.47
LUMO energy (eV): -0.34

Last column: Mulliken charge in e.
Element x y z (Å)
F (-0.319, -3.098, 6.018)  -0.30
H (-0.212, 3.182, 7.568)  0.30
C (-4.750, 4.399, -7.097)  0.26
H (-0.057, 0.434, -1.378)  0.19
O (1.507, 2.706, 8.839)  -0.34
C (-3.833, 1.738, 3.213)  0.63
H (1.980, 3.419, 5.726)  0.29
O (0.669, 1.139, -7.794)  -0.31
H (-1.089, -4.511, 3.877)  0.27
C (0.259, 2.203, -0.348)  0.43
O (-3.808, 3.742, -6.319)  -0.21
O (1.498, -4.191, 5.389)  -0.33
O (2.064, 0.643, 2.138)  -0.64
O (0.580, -5.426, -1.414)  -0.31
O (3.038, 3.567, 7.475)  -0.32
O (-3.092, 2.546, 3.699)  -0.50
C (1.296, 0.988, 1.191)  0.69
F (-5.082, 3.561, -8.126)  -0.29
C (1.800, -5.056, 4.394)  0.70
O (-3.764, -2.118, -2.962)  -0.57
H (-0.300, -3.450, 2.952)  0.19
F (-0.640, 3.045, -0.051)  -0.26
O (-3.092, 5.748, -6.503)  -0.32
O (1.825, -7.419, -1.350)  -0.56
O (-4.820, 1.966, 2.342)  -0.31
H (5.923, -2.731, 7.327)  0.25
O (8.774, 0.043, 8.545)  -0.55
O (2.086, 1.888, -6.355)  -0.34
O (-3.368, -2.900, -5.015)  -0.31
C (2.334, -4.048, -1.707)  0.31
H (-4.334, -0.564, -6.468)  0.35
C (2.768, 3.118, 8.740)  0.70
H (-3.354, 5.238, -8.555)  0.26
C (6.650, -2.033, 6.911)  -0.40
C (-3.875, -2.661, -6.260)  -0.42
O (7.691, -1.825, 7.788)  -0.32
O (6.830, 0.129, 7.384)  -0.29
H (7.056, -2.365, 5.955)  0.27
H (0.907, 1.785, 7.185)  0.27
H (0.783, 2.433, -1.275)  0.25
O (-2.085, 4.327, -4.986)  -0.60
O (1.148, 2.149, 0.754)  -0.31
H (-4.772, 0.426, 0.936)  0.25
O (-4.928, -1.440, -4.712)  -0.30
C (1.369, 2.137, -8.523)  0.34
C (-3.904, 5.564, -7.672)  -0.37
F (1.532, 5.077, 6.894)  -0.28
O (2.793, -5.726, 4.339)  -0.54
O (3.563, 3.061, 9.676)  -0.56
H (0.740, -2.278, 4.649)  0.23
H (2.753, -3.501, -2.551)  0.27
C (-3.950, -2.108, -4.139)  0.69
H (-6.396, 0.531, 1.683)  0.30
C (1.752, -6.180, -1.455)  0.64
C (1.835, 3.762, 6.751)  0.31
C (0.502, -3.293, 4.966)  0.50
F (-4.563, -1.432, 2.502)  -0.26
O (2.764, -5.399, -1.711)  -0.29
F (2.032, 1.636, -9.541)  -0.29
C (-4.865, -0.231, 2.947)  0.28
C (1.170, 1.002, -6.554)  0.75
O (0.850, 0.197, -5.708)  -0.59
H (-1.411, 0.814, -0.387)  0.25
O (0.854, -5.126, 3.524)  -0.32
H (-5.663, 4.757, -6.622)  0.30
H (6.014, -0.667, 5.543)  0.28
C (-0.084, -4.095, 3.804)  -0.40
O (0.470, 0.158, 0.556)  -0.28
C (-0.322, 0.848, -0.405)  -0.32
C (6.063, -0.730, 6.630)  0.44
O (-3.772, 0.344, 3.506)  -0.26
H (0.620, -4.072, -2.981)  0.26
C (7.843, -0.492, 7.956)  0.64
C (2.395, 2.655, -7.479)  -0.34
H (2.444, 3.730, -7.309)  0.31
C (-2.952, 4.583, -5.868)  0.70
H (0.832, 2.913, -9.068)  0.23
C (-4.756, -1.475, -6.046)  0.37
C (0.814, 2.817, 7.521)  -0.38
C (0.792, -4.139, -1.906)  -0.34
H (-4.491, -3.524, -6.510)  0.25
F (4.803, -0.863, 7.136)  -0.31
F (2.572, -3.368, -0.597)  -0.25
H (-5.641, -0.383, 3.697)  0.21
F (-5.943, -1.821, -6.523)  -0.32
C (-5.328, 0.684, 1.837)  -0.33
H (0.193, -3.362, -1.431)  0.27
H (-3.074, -2.490, -6.980)  0.26
H (-4.483, 6.450, -7.935)  0.28
H (3.344, 2.307, -7.888)  0.24



<2>
DFT (the ωB97M-V functional and the def2-TZVPD basis) results for 9 unconnected molecules or ions with the total composition C27H27F9O27.

Kohn-Sham gap (Eh): 0.39853
HOMO energy (Eh): -0.3957
Molar mass (g mol⁻¹): 954.47
LUMO energy (eV): 0.08

Last column: Mulliken charge in e.
Element x y z (Å)
O (0.976, -3.809, -2.934)  -0.61
C (-5.641, 1.345, 0.813)  -0.10
C (0.578, -2.811, -3.535)  0.50
C (0.008, -0.121, -0.170)  0.84
F (6.385, 0.034, 3.361)  -0.29
F (-0.050, -2.018, 5.918)  -0.36
C (0.179, -1.862, 4.608)  0.93
O (-3.517, 1.106, -5.291)  -0.31
C (4.495, -0.129, 4.683)  -0.56
H (4.830, 2.720, -2.633)  0.26
O (0.460, -2.741, -4.853)  -0.38
O (-6.754, 1.881, 0.085)  -0.36
F (3.735, 2.726, -0.565)  -0.34
C (-0.246, 2.044, 3.958)  0.60
H (-4.886, 1.672, -3.947)  0.09
O (0.102, -1.630, -2.982)  -0.03
H (-2.094, 4.544, 3.177)  0.36
H (2.589, -3.324, -0.934)  -0.01
C (-2.239, 2.277, 3.155)  0.11
F (-2.903, 2.121, 1.972)  -0.16
H (-1.865, -0.972, 4.227)  0.30
O (3.481, -0.226, 3.770)  -0.05
C (1.960, -4.787, 0.480)  -0.35
O (0.527, -3.140, 4.167)  -0.28
H (-5.730, 1.217, 1.892)  0.35
C (-4.438, 2.057, -4.862)  -0.22
H (4.941, 1.079, -0.141)  0.22
C (5.509, 0.801, 4.042)  0.25
C (3.431, 0.277, -2.580)  0.41
O (-1.363, -0.208, -0.421)  -0.38
H (0.879, 0.870, -1.993)  0.00
O (4.966, -4.643, 2.207)  -0.59
O (2.810, -5.097, 1.579)  -0.34
O (-0.934, 1.692, -1.327)  -0.38
H (-1.106, 3.646, 2.000)  0.22
C (4.345, 1.524, -0.938)  0.47
O (3.881, -3.414, 0.631)  -0.34
O (-7.050, 1.956, -2.235)  -0.61
C (-1.532, 3.627, 3.003)  -0.40
O (4.726, 1.362, 3.053)  -0.31
O (4.578, 0.796, -3.095)  -0.40
H (6.046, 1.530, 4.649)  0.31
H (-0.383, 0.111, -3.563)  0.38
O (-0.411, 3.376, 3.863)  -0.36
C (-0.461, -3.690, 3.640)  0.55
O (0.684, 1.492, 4.591)  -0.59
F (-2.833, 2.957, -3.375)  -0.21
O (-0.484, -4.809, 3.193)  -0.61
F (1.813, -2.439, 0.687)  -0.11
O (3.359, 0.570, -1.297)  -0.01
O (-1.196, 1.431, 3.327)  0.01
H (2.060, -5.601, -0.237)  0.29
H (4.910, -1.098, 4.959)  0.31
H (-0.412, -1.378, -6.120)  0.37
C (-2.444, 1.677, -5.825)  0.72
C (-5.572, -0.060, 0.156)  0.53
F (-1.723, -1.278, -4.042)  -0.30
H (4.033, 0.301, 5.572)  0.32
H (0.885, -4.704, 0.641)  0.27
C (-1.061, -1.588, 3.823)  0.45
C (-3.498, 3.178, -4.544)  0.21
C (5.098, 1.756, -2.199)  -0.51
C (-6.607, 1.408, -1.171)  0.66
H (6.184, 1.797, -2.109)  0.34
F (0.260, 0.105, 1.102)  -0.10
H (1.151, -0.939, -5.526)  0.24
H (0.518, -1.040, -0.459)  -0.33
H (-4.604, -0.560, 0.111)  0.11
H (-0.639, -1.054, 2.972)  -0.48
O (-1.477, -2.846, 3.459)  -0.35
C (3.981, -4.429, 1.505)  0.56
H (-4.074, 4.103, -4.530)  0.38
C (0.209, -1.396, -5.223)  -0.58
C (0.371, 1.091, -1.055)  -0.14
C (-1.914, 0.833, -1.061)  0.69
O (-2.508, 2.986, -5.545)  -0.35
C (2.560, -3.400, 0.153)  0.58
C (-0.467, -0.897, -3.970)  0.33
H (0.867, 1.888, -0.501)  0.35
O (2.627, -0.397, -3.184)  -0.49
H (-5.121, 2.239, -5.692)  0.30
O (-3.097, 0.961, -1.287)  -0.54
H (0.910, -1.083, 4.391)  -0.10
C (3.572, 0.765, 2.907)  0.50
O (-5.951, 0.220, -1.145)  -0.32
F (-6.523, -0.911, 0.599)  -0.33
O (2.716, 1.155, 2.083)  -0.44
H (-4.699, 1.834, 0.565)  0.08
O (-1.670, 1.076, -6.553)  -0.59
H (-3.010, 2.318, 3.924)  0.26



Most stable to least stable, the ends of the list are <2> and <1>.